Here is a structure of composition C3H3FO at a distorted geometry from OMol25. Energies are from the ωB97M-V functional and the def2-TZVPD basis.

XYZ file:
```
8
C3H3FO, DFT the ωB97M-V functional and the def2-TZVPD basis
C 1.09 -0.25 0.69
C 0.79 -0.31 -0.55
C -0.70 -0.10 -1.17
H 1.82 -0.70 1.42
H 1.71 -0.78 -1.16
H -1.04 -1.01 -2.13
O -1.52 0.58 -0.76
F 0.29 0.20 1.57
```

Frontier orbital gap = 10.81 eV
Highest occupied orbital energy = -10.04 eV
Multiplicity = 1
ΔE to the lowest compared entry with this formula, charge and spin = 45.96 kcal/mol

Here is a cluster of 2 separate species, C3H3FO in total at a distorted geometry from OMol25. Energies are from the ωB97M-V functional and the def2-TZVPD basis.

XYZ file:
```
8
C3H3FO, DFT the ωB97M-V functional and the def2-TZVPD basis
C 1.49 1.37 -0.16
C 0.93 0.29 -0.12
C 0.30 -0.89 0.05
O -2.18 -0.47 -0.63
F -2.64 0.33 0.41
H 2.19 2.19 0.21
H -0.40 -1.11 0.82
H 0.31 -1.72 -0.58
```

Frontier orbital gap (spin up / spin down) = 6.01 / 6.02 eV
Highest occupied orbital energy (spin up / spin down) = -8.88 / -8.88 eV
Multiplicity = 1
ΔE to the lowest compared entry with this formula, charge and spin = 192.59 kcal/mol

Here is a cluster of 2 separate species, C3H3FO2 in total at a distorted geometry from OMol25. Energies are from the ωB97M-V functional and the def2-TZVPD basis.

XYZ file:
```
9
C3H3FO2, DFT the ωB97M-V functional and the def2-TZVPD basis
C 1.54 1.29 -0.06
C 0.53 0.76 0.54
C -0.57 0.40 0.98
O -1.55 0.00 1.50
O -1.04 -2.13 -0.47
F -0.78 -1.38 -1.61
H 1.20 1.93 -0.82
H 2.67 1.17 0.07
H -2.00 -2.06 -0.15
```

Frontier orbital gap = 8.27 eV
Highest occupied orbital energy = -8.91 eV
Multiplicity = 1
SMILES = C=C=C=O.OF
ΔE to the lowest compared entry with this formula, charge and spin = 144.67 kcal/mol

Here is the molecule C3H3FO2 at a distorted geometry from OMol25. Energies are from the ωB97M-V functional and the def2-TZVPD basis.

XYZ file:
```
9
C3H3FO2, DFT the ωB97M-V functional and the def2-TZVPD basis
C 0.21 -0.37 0.43
C 1.05 0.38 -0.49
C -1.26 -0.02 0.21
O 1.87 1.22 -0.21
O -1.96 0.86 0.69
F -1.70 -0.74 -0.79
H 0.29 -1.51 0.38
H 0.85 0.31 -1.64
H 0.64 -0.13 1.43
```

Frontier orbital gap = 10.84 eV
Highest occupied orbital energy = -10.64 eV
Multiplicity = 1
SMILES = O=CCC(=O)F
ΔE to the lowest compared entry with this formula, charge and spin = 5.11 kcal/mol

Here is a structure of composition C3H3FO2Pm at a distorted geometry from OMol25. Energies are from the ωB97M-V functional and the def2-TZVPD basis.

XYZ file:
```
10
C3H3FO2Pm, DFT the ωB97M-V functional and the def2-TZVPD basis
H -0.60 -2.10 -0.66
F -2.30 1.12 -0.64
O -1.38 -0.42 0.76
O 0.22 -0.15 -0.72
C -2.07 -0.19 -0.48
C -0.94 -0.78 -1.33
C -0.27 -1.00 0.23
H -3.01 -0.75 -0.50
H -0.83 -0.73 -2.41
Pm 2.91 0.09 0.58
```

Frontier orbital gap (spin up / spin down) = 7.45 / 7.62 eV
Expectation value of S² = 8.755
Net charge = +2
Highest occupied orbital energy (spin up / spin down) = -17.62 / -17.63 eV
Multiplicity = 6

Here is a cluster of 2 separate species, C3H3FP2 in total at a distorted geometry from OMol25. Energies are from the ωB97M-V functional and the def2-TZVPD basis.

XYZ file:
```
9
C3H3FP2, DFT the ωB97M-V functional and the def2-TZVPD basis
C 0.24 -1.29 0.06
C 1.04 -0.20 0.08
C -1.11 1.01 -0.12
F 2.96 -0.60 0.00
P -1.45 -0.91 0.15
P 0.66 1.50 0.07
H 0.68 -2.23 0.13
H -1.39 1.37 -1.16
H -1.62 1.34 0.79
```

Frontier orbital gap = 7.15 eV
Highest occupied orbital energy = -8.92 eV
Multiplicity = 1
ΔE to the lowest compared entry with this formula, charge and spin = 56.18 kcal/mol